# 1
The following is a quantum chemistry calculation of one molecule with the formula C4H12N2 in a non-equilibrium geometry, from the OMol25 dataset.

The geometry in XYZ format:
```
18
C4H12N2 (the ωB97M-V functional and the def2-TZVPD basis)
C -0.331 -1.575 1.122
C -0.105 -1.032 -0.252
C -1.194 -1.529 -1.232
N -0.158 0.434 -0.270
C 0.984 1.120 0.316
N 0.831 2.613 0.182
H -0.266 -2.680 1.149
H -1.228 -1.215 1.608
H 0.541 -1.390 1.786
H 0.787 -1.391 -0.765
H -2.256 -1.209 -1.066
H -1.224 -2.610 -1.350
H -0.951 -1.117 -2.210
H -0.453 0.786 -1.170
H 2.004 0.898 -0.057
H 0.941 0.778 1.352
H -0.075 2.670 0.674
H 1.269 2.943 1.062
```

Output
Frontier orbital gap, eV: 9.957
Largest force on an atom, hartree/bohr: 0.0590
SMILES: CC(C)NCN
Relative energy (zero: lowest compared OMol25 entry of this formula, charge and spin), kJ/mol: 102.2
DFT total energy, eV: -7321.970
2S+1: 1
LUMO level, eV: 1.10

***

# 2
The following is a quantum chemistry calculation of a 2-piece molecular cluster, C4H12N2 overall in a non-equilibrium geometry, from the OMol25 dataset.

The geometry in XYZ format:
```
18
C4H12N2 (the ωB97M-V functional and the def2-TZVPD basis)
C 1.872 -0.655 -0.092
C -0.260 -0.179 -1.616
C 0.949 0.391 -0.661
N 1.136 1.632 -0.680
H 1.991 1.952 -0.224
H 1.320 -1.547 0.192
H 2.612 -0.947 -0.838
H -0.764 -1.090 -1.304
H 0.285 -0.513 -2.498
H -0.856 0.684 -1.897
H 2.385 -0.290 0.798
C -1.942 -0.294 1.157
N -0.909 0.502 1.767
H -0.058 0.436 1.191
H -1.169 1.483 1.744
H -2.917 -0.029 1.571
H -1.759 -1.348 1.360
H -1.917 -0.187 0.030
```

Output
Frontier orbital gap, eV: 9.899
Largest force on an atom, hartree/bohr: 0.0558
SMILES: CC(C)=N.CN
Relative energy (zero: lowest compared OMol25 entry of this formula, charge and spin), kJ/mol: 128.3
DFT total energy, eV: -7321.700
2S+1: 1
LUMO level, eV: 0.93

***

- Which of these has the lowest largest force on an atom?
  number 2

***

- Number 2 is which compound?
  C4H12N2

***

- What is the frontier orbital gap in the second record?
  9.899 eV